Entry 1:
ORCA calculation (wB97M-V/def2-TZVPD) on one molecule with the formula C5H10O.

XYZ file:
```
16
Properties=species:S:1:pos:R:3:lowdin_charge:R:1
O 0.47 -1.60 1.29 -0.0697
C -0.07 1.33 0.53 -0.1956
C -1.19 1.86 0.03 -0.0080
C -0.23 -1.57 0.06 -0.2808
C 0.53 -0.68 -0.92 -0.1923
C 1.00 0.64 -0.28 -0.2140
H -0.16 -1.78 1.99 0.0899
H 0.09 1.37 1.61 0.0992
H -1.93 2.33 0.67 0.0504
H -1.40 1.84 -1.04 0.0616
H -1.24 -1.17 0.20 0.1105
H -0.33 -2.59 -0.35 0.1132
H 1.40 -1.21 -1.31 0.1101
H -0.14 -0.48 -1.77 0.1111
H 1.85 0.42 0.36 0.1033
H 1.36 1.30 -1.08 0.1113
```

Output
- E_HOMO (hartree) = -0.352
- E_LUMO (eV) = 0.968
- relative energy (zero: lowest compared OMol25 entry of this formula, charge and spin) (kcal per mole) = 25.2
- net charge = 0


Entry 2:
ORCA calculation (wB97M-V/def2-TZVPD) on one molecule with the formula C2HBrF3NO.

XYZ file:
```
9
Properties=species:S:1:pos:R:3:lowdin_charge:R:1
C 0.58 0.02 -0.05 -0.3229
C -0.67 -0.75 -0.21 -0.9036
N 0.15 1.41 0.65 -0.0505
O 1.01 2.21 0.70 0.0585
F 1.37 -0.60 0.85 0.0538
F -0.97 -1.31 0.94 0.1059
F -0.61 -1.70 -1.19 0.0357
Br -2.04 0.54 -0.72 0.8617
H 1.18 0.17 -0.95 0.1616
```

Output
- E_HOMO (hartree) = -0.359
- E_LUMO (eV) = -0.799
- relative energy (zero: lowest compared OMol25 entry of this formula, charge and spin) (kcal per mole) = 61.2
- net charge = 0


Entry 3:
ORCA calculation (wB97M-V/def2-TZVPD) on a 2-piece molecular cluster, CH3BCl2O2 overall.

XYZ file:
```
9
Properties=species:S:1:pos:R:3:lowdin_charge:R:1
B 0.19 0.31 -0.39 -0.2415
C -1.02 -0.05 0.62 -1.0616
O 0.13 0.61 -1.62 0.2998
O 2.39 -0.23 0.59 -0.3628
Cl -2.30 1.21 0.59 0.5695
Cl -1.72 -1.46 -0.02 0.6908
H -0.94 -0.08 1.71 0.0521
H 0.77 0.93 -2.14 0.0854
H 2.50 -1.24 0.66 -0.0319
```

Output
- E_HOMO (hartree) = -0.340
- E_LUMO (eV) = -0.512
- relative energy (zero: lowest compared OMol25 entry of this formula, charge and spin) (kcal per mole) = 123.0
- net charge = 0


Entry 4:
ORCA calculation (wB97M-V/def2-TZVPD) on a 12-piece molecular cluster, H24O12 overall.

XYZ file:
```
36
Properties=species:S:1:pos:R:3:lowdin_charge:R:1
O 0.23 -0.23 0.63 -0.0462
H -0.44 0.46 0.58 0.0184
H 0.56 -0.32 -0.27 -0.0034
O 0.90 3.04 -1.32 -0.0727
H 1.29 2.16 -1.47 -0.0188
H -0.03 2.96 -1.57 -0.0106
O 0.66 -1.28 3.37 -0.0575
H 0.77 -1.40 2.41 0.0082
H -0.20 -1.67 3.56 0.0398
O -2.38 -1.87 0.09 -0.0576
H -2.14 -2.53 0.74 0.0585
H -1.59 -1.76 -0.46 0.0115
O 2.76 0.84 2.72 -0.0600
H 2.35 1.59 2.28 0.0397
H 2.06 0.18 2.79 -0.0169
O 2.66 -1.45 -0.01 -0.0362
H 3.18 -1.39 0.80 0.0661
H 2.81 -2.35 -0.34 0.0634
O 0.25 -3.52 -2.03 -0.0628
H 0.24 -2.55 -2.00 -0.0087
H 0.70 -3.74 -2.86 0.0386
O -1.29 3.12 2.59 -0.0575
H -1.77 2.69 1.86 -0.0084
H -1.29 2.47 3.30 0.0354
O -1.85 1.90 -1.90 -0.0526
H -2.17 2.09 -1.00 0.0396
H -2.63 1.58 -2.37 0.0646
O -0.69 -0.83 -2.07 -0.0710
H -0.85 0.13 -2.11 0.0387
H -1.29 -1.20 -2.74 0.0778
O -2.35 0.93 0.82 -0.0773
H -3.22 1.22 1.11 0.0738
H -2.41 -0.06 0.81 0.0323
O 2.26 0.64 -1.93 -0.0504
H 2.62 0.26 -2.74 0.0594
H 2.27 -0.07 -1.27 0.0027
```

Output
- E_HOMO (hartree) = -0.380
- E_LUMO (eV) = -0.227
- relative energy (zero: lowest compared OMol25 entry of this formula, charge and spin) (kcal per mole) = 25.3
- net charge = 0


Entry 5:
ORCA calculation (wB97M-V/def2-TZVPD) on a 7-piece molecular cluster, C34H56O8 overall.

XYZ file:
```
98
Properties=species:S:1:pos:R:3:lowdin_charge:R:1
C -0.57 3.55 -2.58 0.1531
C -0.72 2.53 -1.98 -0.0696
C -0.57 1.32 -1.24 -0.1696
C -0.91 1.26 0.12 -0.0043
C -0.71 0.11 0.83 -0.0622
C -0.19 -1.03 0.26 0.0027
C 0.13 -0.97 -1.07 -0.0846
C -0.05 0.19 -1.82 -0.0399
C 0.34 0.13 -3.27 -0.2716
O -0.33 0.60 -4.16 0.1423
C 1.61 -0.61 -3.52 -0.0963
C 2.53 -0.17 -4.44 0.0062
C 3.71 -0.89 -4.58 -0.0519
C 3.92 -2.01 -3.81 -0.0653
C 2.98 -2.47 -2.91 -0.0020
C 1.80 -1.76 -2.76 -0.0933
C 0.74 -2.14 -1.79 -0.2827
O 0.39 -3.28 -1.61 0.1308
H -0.31 4.44 -3.10 0.0362
H -1.32 2.13 0.59 0.1025
H -0.97 0.12 1.88 0.1087
H -0.02 -1.93 0.83 0.1227
H 2.32 0.73 -5.00 0.1233
H 4.45 -0.52 -5.28 0.1018
H 4.86 -2.54 -3.92 0.0976
H 3.17 -3.35 -2.33 0.1216
C 3.68 -0.27 4.29 -0.0633
C 2.66 -1.23 3.69 -0.4964
C 3.34 -2.46 3.10 -0.0621
O 1.90 -0.56 2.69 -0.0606
H 4.37 0.08 3.52 0.0813
H 3.19 0.60 4.71 0.0772
H 4.27 -0.75 5.08 0.0793
H 1.96 -1.54 4.47 0.1374
H 4.01 -2.17 2.29 0.0811
H 2.59 -3.13 2.67 0.0778
H 3.91 -3.00 3.85 0.0791
H 2.51 -0.27 2.00 0.0893
C -1.50 2.14 5.17 -0.0557
C -1.42 3.27 4.16 -0.4918
C -2.27 4.46 4.59 -0.0587
O -1.84 2.81 2.88 -0.0683
H -2.53 1.78 5.26 0.0815
H -0.89 1.29 4.85 0.0749
H -1.16 2.46 6.16 0.0790
H -0.38 3.58 4.05 0.1372
H -3.32 4.17 4.66 0.0831
H -2.20 5.26 3.85 0.0693
H -1.95 4.85 5.55 0.0797
H -2.76 2.52 2.95 0.0852
C -5.94 -0.36 0.93 -0.0580
C -4.66 -0.41 1.74 -0.4912
C -4.24 -1.84 2.04 -0.0607
O -4.82 0.32 2.97 -0.0648
H -6.76 -0.82 1.49 0.0809
H -6.23 0.68 0.73 0.0778
H -5.83 -0.88 -0.02 0.0804
H -3.86 0.10 1.19 0.1253
H -5.00 -2.35 2.62 0.0682
H -3.32 -1.85 2.62 0.0795
H -4.08 -2.40 1.12 0.0761
H -5.52 -0.12 3.47 0.0833
C -6.67 -5.34 -0.17 -0.0611
C -5.40 -5.39 0.65 -0.4964
C -4.97 -6.83 0.92 -0.0628
O -5.58 -4.70 1.88 -0.0690
H -7.49 -5.82 0.36 0.0807
H -6.97 -4.31 -0.36 0.0760
H -6.54 -5.84 -1.14 0.0805
H -4.60 -4.87 0.12 0.1350
H -5.74 -7.35 1.49 0.0803
H -4.05 -6.84 1.52 0.0797
H -4.79 -7.37 -0.01 0.0803
H -6.29 -5.14 2.37 0.0886
C -0.41 6.11 0.80 -0.0641
C -0.55 7.36 -0.07 -0.4993
C -1.48 8.38 0.57 -0.0657
O -1.03 6.99 -1.36 -0.0639
H -1.38 5.62 0.93 0.0781
H 0.25 5.39 0.33 0.0767
H -0.02 6.36 1.79 0.0777
H 0.43 7.80 -0.22 0.1363
H -2.48 7.96 0.69 0.0803
H -1.57 9.26 -0.07 0.0774
H -1.11 8.69 1.55 0.0780
H -1.90 6.59 -1.25 0.0849
C 8.06 -3.17 -5.39 -0.0618
C 7.64 -1.86 -6.05 -0.5033
C 8.71 -1.36 -7.02 -0.0639
O 7.39 -0.87 -5.05 -0.0626
H 8.98 -3.03 -4.82 0.0822
H 7.29 -3.51 -4.70 0.0691
H 8.23 -3.95 -6.14 0.0812
H 6.70 -2.00 -6.59 0.1349
H 9.65 -1.17 -6.49 0.0812
H 8.40 -0.42 -7.48 0.0797
H 8.90 -2.09 -7.81 0.0802
H 8.21 -0.72 -4.56 0.0864
```

Output
- E_HOMO (hartree) = -0.324
- E_LUMO (eV) = -0.108
- net charge = 0


Entry 6:
ORCA calculation (wB97M-V/def2-TZVPD) on BrH2NOS2 as an isolated structure.

XYZ file:
```
7
Properties=species:S:1:pos:R:3:lowdin_charge:R:1
N 0.60 0.19 0.74 -0.7680
O -0.04 -1.65 -0.60 -0.4523
S -2.39 -0.21 0.31 0.2459
S -0.57 -0.38 -0.32 0.0933
Br 2.18 0.61 -0.12 0.6416
H 0.54 1.21 1.52 0.1989
H -0.32 0.23 -1.54 0.0407
```

Output
- E_HOMO (hartree) = -0.359
- E_LUMO (eV) = -0.590
- relative energy (zero: lowest compared OMol25 entry of this formula, charge and spin) (kcal per mole) = 44.1
- net charge = 0